Entry 1:
{"formula": "C15H46O14", "method": "ωB97M-V/def2-TZVPD", "symbols": ["C", "C", "C", "O", "H", "H", "H", "H", "H", "H", "H", "H", "O", "C", "C", "O", "H", "H", "H", "H", "H", "H", "O", "C", "C", "O", "H", "H", "H", "H", "H", "H", "O", "C", "C", "O", "H", "H", "H", "H", "H", "H", "O", "C", "C", "O", "H", "H", "H", "H", "H", "H", "O", "C", "C", "O", "H", "H", "H", "H", "H", "H", "O", "C", "C", "O", "H", "H", "H", "H", "H", "H", "O", "H", "H"], "xyz": [[-19.324, -7.090, 22.707], [-20.371, -8.247, 22.597], [-21.638, -7.840, 23.383], [-20.805, -8.506, 21.286], [-19.711, -6.197, 22.218], [-18.436, -7.455, 22.191], [-19.206, -6.695, 23.717], [-20.070, -9.203, 23.025], [-21.981, -6.806, 23.371], [-21.510, -8.261, 24.380], [-22.590, -8.181, 22.976], [-21.353, -7.854, 20.844], [-24.014, -12.016, 24.247], [-23.854, -10.769, 23.518], [-25.214, -10.116, 23.150], [-25.388, -10.225, 21.802], [-23.192, -12.421, 24.533], [-23.192, -10.084, 24.048], [-23.336, -11.074, 22.608], [-25.141, -9.049, 23.363], [-25.956, -10.663, 23.731], [-26.168, -9.779, 21.465], [-24.824, -4.982, 20.738], [-24.493, -6.229, 20.143], [-23.154, -6.286, 19.424], [-22.033, -6.447, 20.262], [-25.157, -4.418, 20.035], [-24.749, -7.066, 20.793], [-25.203, -6.314, 19.321], [-23.054, -5.387, 18.817], [-23.114, -6.999, 18.601], [-22.129, -5.811, 20.975], [-15.713, -8.620, 29.157], [-16.845, -8.552, 28.369], [-16.900, -7.365, 27.414], [-17.566, -7.655, 26.253], [-15.901, -9.214, 29.888], [-16.797, -9.488, 27.813], [-17.791, -8.610, 28.906], [-15.877, -7.000, 27.314], [-17.496, -6.523, 27.767], [-18.484, -7.446, 26.443], [-17.635, -13.280, 25.870], [-18.100, -11.921, 25.693], [-19.604, -11.976, 25.487], [-20.200, -12.093, 26.793], [-17.420, -13.692, 25.030], [-17.848, -11.225, 26.493], [-17.677, -11.478, 24.792], [-19.907, -12.753, 24.785], [-20.034, -11.134, 24.945], [-20.094, -12.993, 27.112], [-21.458, -10.051, 28.614], [-20.957, -9.169, 27.585], [-21.355, -7.663, 27.672], [-20.264, -6.914, 27.026], [-20.927, -10.851, 28.610], [-19.876, -9.314, 27.572], [-21.362, -9.546, 26.646], [-21.322, -7.387, 28.726], [-22.301, -7.404, 27.197], [-20.489, -5.999, 27.209], [-20.723, -6.619, 16.764], [-19.819, -6.939, 17.795], [-19.154, -5.736, 18.340], [-18.250, -5.363, 17.307], [-20.909, -7.451, 16.321], [-20.337, -7.400, 18.636], [-19.016, -7.598, 17.463], [-18.603, -5.862, 19.272], [-19.833, -4.896, 18.490], [-18.799, -4.824, 16.733], [-21.065, -11.008, 20.165], [-20.915, -10.231, 20.704], [-21.120, -11.729, 20.792]], "forces_ev_per_a": [[-0.81, -0.95, -0.51], [-2.24, 2.30, 0.34], [-0.56, -0.27, 0.44], [1.68, -1.77, -0.66], [-0.15, -0.19, -0.63], [0.36, 0.52, 0.41], [0.54, -0.78, 0.24], [0.57, 0.12, -0.20], [1.23, 0.70, 0.49], [-0.43, 0.59, 0.37], [0.31, -1.31, -0.29], [-0.15, 0.80, 0.37], [-1.16, 0.63, 0.13], [0.58, -1.16, -0.15], [1.50, -0.25, 1.64], [-0.14, -0.75, -2.55], [0.23, 0.46, -0.20], [-0.21, 0.04, 0.27], [-0.10, 0.57, -0.43], [-0.29, 0.07, 0.80], [-0.33, 0.33, 0.18], [-0.10, 0.02, 0.36], [0.64, -0.06, 0.70], [-1.05, -0.05, -1.81], [-0.31, 0.48, -0.43], [-0.02, 0.18, -0.01], [0.06, 0.11, 0.10], [0.56, 0.18, 0.40], [-0.20, -0.51, -0.27], [0.03, 0.67, 0.31], [-0.09, -0.80, 0.61], [0.12, 0.19, 0.21], [0.99, 0.93, 1.34], [-1.17, -1.11, -1.04], [0.39, 0.81, 1.65], [-0.08, -1.01, -1.87], [0.16, 0.04, 0.07], [-0.51, 0.10, -0.96], [-0.07, 0.15, 0.55], [0.11, -0.07, -0.70], [0.50, 0.18, 1.28], [-0.44, -0.06, -0.32], [0.13, 0.83, 0.98], [-0.45, -0.61, -2.05], [-0.06, 0.20, 0.73], [-0.62, 0.14, -0.66], [-0.06, 0.33, -0.13], [0.09, -0.65, 0.37], [0.36, -0.06, -0.15], [0.27, -0.79, 0.38], [0.19, 0.78, 0.72], [0.17, -0.17, -0.15], [-0.42, 1.55, 0.21], [-0.55, -0.81, -0.39], [1.76, -0.84, 0.73], [-0.96, -0.53, 0.28], [0.10, 0.01, -0.40], [0.13, 0.65, -0.21], [0.20, -0.04, -0.33], [-0.46, 0.06, 0.09], [0.00, -0.26, 0.08], [0.26, 0.24, -0.20], [-0.05, 0.19, -0.29], [-0.36, -1.05, 1.88], [0.41, 0.91, -0.91], [0.57, 1.05, 0.04], [-0.15, 0.08, -0.21], [-0.24, -0.49, -0.06], [-0.08, -0.16, -0.14], [-0.03, -0.48, -0.11], [-0.43, -0.13, 0.25], [0.35, 0.01, -0.43], [-0.04, -0.70, -0.36], [0.06, 0.89, 0.21], [-0.06, -0.25, 0.01]], "molar_mass_g_mol": 450.5, "gap_ev": 10.2, "max_force_ev_per_a": 3.23, "homo_ev": -9.91}


Entry 2:
{"formula": "C15H47BrClFINO15Ta", "method": "ωB97M-V/def2-TZVPD", "symbols": ["C", "C", "O", "N", "C", "C", "O", "Ta", "Cl", "I", "C", "C", "F", "C", "C", "C", "Br", "C", "C", "C", "C", "C", "C", "H", "H", "H", "H", "H", "H", "H", "H", "H", "H", "H", "H", "H", "H", "H", "H", "H", "H", "H", "H", "H", "O", "H", "H", "O", "H", "H", "O", "H", "H", "O", "H", "H", "O", "H", "H", "O", "H", "H", "O", "H", "H", "O", "H", "H", "O", "H", "H", "O", "H", "H", "O", "H", "H", "O", "H", "H", "O", "H", "H"], "xyz": [[-3.022, 0.270, -5.348], [-1.933, -0.513, -4.563], [-1.750, -1.654, -4.933], [-1.216, 0.206, -3.612], [-1.281, 1.644, -3.711], [-2.453, 2.447, -3.113], [-0.386, 2.265, -4.239], [-0.435, -0.658, -1.868], [1.875, 0.125, -2.491], [0.621, -1.875, 0.541], [0.147, -2.676, -2.829], [1.098, -2.464, -4.025], [0.992, -3.536, -4.952], [-0.672, 1.268, -0.584], [0.461, 1.461, 0.494], [0.729, 2.993, 0.722], [2.629, 3.463, 0.412], [-2.451, -1.485, -1.172], [-2.874, -1.274, 0.146], [-4.054, -1.788, 0.626], [-4.904, -2.543, -0.179], [-4.498, -2.749, -1.482], [-3.312, -2.234, -1.971], [-2.448, 0.976, -5.973], [-3.729, 0.793, -4.701], [-3.513, -0.391, -6.065], [-3.135, 2.759, -3.910], [-2.102, 3.267, -2.486], [-3.044, 1.772, -2.470], [0.680, -3.321, -2.121], [-0.752, -3.215, -3.160], [0.811, -1.550, -4.555], [2.145, -2.444, -3.709], [-1.603, 1.175, -0.009], [-0.599, 2.183, -1.187], [1.415, 1.069, 0.131], [0.180, 1.061, 1.469], [0.518, 3.263, 1.757], [0.149, 3.637, 0.061], [-2.279, -0.724, 0.871], [-4.363, -1.655, 1.661], [-5.839, -2.951, 0.200], [-5.140, -3.360, -2.120], [-3.057, -2.475, -3.003], [-2.266, -0.811, -8.470], [-2.102, -1.271, -7.636], [-1.602, -1.169, -9.067], [4.675, -1.882, -1.542], [4.214, -2.017, -0.706], [4.118, -1.245, -2.005], [-4.755, 0.949, 1.608], [-5.284, 1.037, 2.407], [-5.230, 1.470, 0.952], [0.199, 5.744, 2.117], [1.129, 5.958, 1.986], [-0.065, 6.283, 2.869], [-8.136, -3.588, 0.492], [-8.793, -3.106, -0.020], [-8.645, -4.017, 1.187], [4.959, 4.378, 3.182], [5.828, 4.349, 2.773], [4.346, 4.288, 2.441], [1.741, -5.461, -1.239], [1.901, -5.936, -0.416], [2.399, -5.816, -1.843], [3.743, 5.618, 5.985], [4.228, 5.469, 5.163], [4.425, 5.616, 6.668], [2.890, -7.931, -0.004], [3.187, -8.613, -0.614], [2.890, -8.365, 0.855], [6.268, -4.624, -1.027], [5.769, -3.804, -1.143], [5.801, -5.084, -0.323], [4.385, 4.801, 8.680], [4.409, 5.593, 9.226], [3.503, 4.449, 8.821], [3.745, 1.798, 7.512], [3.917, 2.738, 7.382], [4.602, 1.434, 7.752], [3.411, 4.509, 11.320], [4.219, 3.999, 11.432], [2.831, 3.922, 10.825]], "forces_ev_per_a": [[1.03, 0.15, -0.05], [-1.45, 0.51, -1.70], [0.57, 0.10, 0.89], [-0.27, -0.48, 0.62], [0.58, 1.71, -0.25], [-0.55, -1.69, 0.43], [-0.51, -0.81, 0.24], [-0.03, -0.82, -0.32], [-0.76, -0.06, 0.42], [-0.10, 0.10, -0.36], [1.05, 0.36, 0.37], [-0.94, -0.08, 0.34], [0.04, 0.11, 0.07], [1.38, -1.01, 1.02], [0.12, 1.75, -0.82], [-0.39, -0.77, 0.43], [-0.23, 0.13, 0.08], [1.00, 0.65, -0.14], [0.23, 0.22, 0.36], [-1.06, -0.63, 0.53], [0.45, 0.31, 0.10], [-0.91, -0.60, -0.35], [0.21, -0.16, -0.54], [-0.41, 0.16, 0.28], [0.08, -0.09, -0.20], [-0.07, -0.05, 0.48], [0.41, 0.30, 0.08], [0.10, 0.03, -0.44], [0.16, 0.26, -0.09], [-0.35, 0.00, -0.06], [0.07, 0.33, -0.01], [0.39, -0.26, -0.28], [-0.22, 0.18, -0.05], [-0.15, 0.40, -0.55], [-0.49, -0.32, -0.18], [-0.32, -0.38, 0.32], [0.21, -0.36, -0.30], [0.19, 0.22, -0.23], [0.27, -0.04, 0.06], [0.11, -0.03, -0.32], [0.31, 0.23, -0.14], [0.24, 0.06, -0.09], [0.24, 0.16, -0.05], [0.07, 0.09, 0.17], [0.02, -0.11, 0.09], [0.02, 0.03, 0.02], [0.01, 0.02, 0.01], [0.18, -0.17, 0.25], [-0.18, 0.10, -0.06], [-0.16, 0.01, -0.07], [-0.14, 0.25, 0.16], [0.04, -0.01, 0.02], [0.07, -0.05, -0.08], [0.00, 0.21, 0.08], [0.01, -0.13, -0.07], [-0.01, -0.04, 0.01], [-0.19, -0.02, 0.05], [0.07, 0.03, -0.05], [0.06, -0.03, 0.02], [0.05, 0.19, 0.01], [0.01, -0.02, 0.04], [-0.17, -0.13, 0.05], [-0.01, 0.05, 0.04], [0.01, -0.05, -0.11], [0.00, 0.05, -0.02], [0.26, 0.12, -0.08], [-0.11, -0.14, -0.17], [-0.23, -0.14, 0.08], [0.10, -0.18, 0.15], [-0.03, 0.07, -0.09], [-0.03, 0.07, 0.03], [-0.05, 0.00, 0.15], [0.01, 0.10, -0.25], [-0.02, -0.03, -0.03], [0.33, 0.06, -0.23], [-0.05, -0.09, 0.13], [-0.06, 0.09, -0.08], [-0.01, 0.11, 0.21], [0.04, -0.01, -0.22], [0.00, -0.02, -0.04], [-0.11, -0.01, 0.18], [0.02, 0.03, -0.05], [-0.06, -0.06, 0.15]], "molar_mass_g_mol": 923.7, "gap_ev": 6.7, "max_force_ev_per_a": 2.29, "homo_ev": -5.04, "total_charge": -1}


Entry 3:
{"formula": "C15H48O13", "method": "ωB97M-V/def2-TZVPD", "symbols": ["O", "C", "O", "C", "C", "O", "H", "H", "H", "H", "C", "C", "O", "H", "H", "H", "H", "H", "H", "C", "C", "O", "H", "H", "H", "H", "H", "H", "C", "C", "O", "H", "H", "H", "H", "H", "H", "C", "C", "O", "H", "H", "H", "H", "H", "H", "C", "C", "O", "H", "H", "H", "H", "H", "H", "C", "C", "O", "H", "H", "H", "H", "H", "H", "O", "H", "H", "O", "H", "H", "O", "H", "H", "O", "H", "H"], "xyz": [[0.623, 2.009, 0.443], [0.347, 0.810, 0.376], [-0.717, 0.263, 0.933], [-0.931, -1.018, 0.445], [0.454, -1.485, -0.040], [1.113, -0.185, -0.148], [-1.458, -1.648, 1.162], [-1.618, -0.939, -0.398], [0.420, -1.984, -1.009], [0.909, -2.088, 0.746], [4.134, -2.544, -2.211], [3.405, -1.387, -2.953], [3.445, -1.713, -4.340], [3.720, -3.533, -2.408], [4.152, -2.378, -1.134], [5.152, -2.568, -2.598], [3.975, -0.459, -2.918], [2.385, -1.266, -2.589], [3.272, -0.946, -4.892], [2.262, -4.452, 1.276], [1.982, -5.933, 1.091], [0.669, -6.017, 0.523], [3.323, -4.459, 1.528], [1.680, -3.934, 2.038], [2.190, -3.906, 0.336], [2.043, -6.407, 2.071], [2.707, -6.344, 0.389], [0.050, -5.775, 1.217], [-4.492, 1.326, 0.384], [-4.435, 2.218, 1.550], [-5.671, 2.308, 2.196], [-5.255, 1.726, -0.283], [-4.712, 0.337, 0.786], [-3.550, 1.245, -0.158], [-4.048, 3.185, 1.229], [-3.729, 1.695, 2.196], [-5.543, 2.445, 3.138], [-0.568, 4.621, -1.472], [-0.491, 4.237, -2.931], [-0.012, 2.959, -2.849], [-0.971, 5.619, -1.301], [0.407, 4.561, -0.987], [-1.299, 3.906, -1.095], [0.253, 4.838, -3.455], [-1.435, 4.408, -3.449], [-0.746, 2.381, -2.624], [2.890, 4.638, 0.915], [3.988, 3.620, 0.610], [3.384, 2.609, -0.257], [3.467, 5.414, 1.419], [2.282, 4.070, 1.619], [2.356, 5.147, 0.113], [4.270, 3.118, 1.535], [4.797, 4.109, 0.068], [2.709, 2.277, 0.341], [-1.166, -0.058, 3.954], [-0.405, 1.147, 4.481], [0.706, 0.730, 5.219], [-0.585, -0.824, 3.440], [-1.946, 0.353, 3.313], [-1.804, -0.530, 4.700], [-1.002, 1.791, 5.127], [-0.007, 1.760, 3.673], [1.308, 0.204, 4.688], [0.236, -4.225, -1.564], [-0.615, -3.815, -1.409], [0.196, -5.050, -1.080], [-2.392, -3.332, -0.803], [-2.784, -2.657, -1.356], [-3.063, -4.011, -0.740], [-3.636, -1.340, -2.496], [-4.499, -1.463, -2.101], [-3.666, -1.854, -3.302], [-2.432, 1.567, -2.549], [-3.111, 2.160, -2.870], [-2.863, 0.714, -2.499]], "forces_ev_per_a": [[-0.47, -3.22, -0.23], [1.67, 1.83, 0.30], [-1.11, 1.10, 0.93], [-0.70, -1.24, -1.23], [-0.84, 1.16, 0.75], [0.22, 0.24, -0.42], [0.47, 0.10, 0.26], [-0.03, 0.06, -0.18], [0.35, 0.12, 0.30], [0.46, 0.10, -0.37], [-0.03, 0.84, -0.54], [0.88, -0.70, -0.33], [-0.33, -0.81, -0.46], [-0.40, 0.19, -0.10], [0.02, 0.08, 0.00], [0.12, 0.01, 0.19], [-0.17, 0.13, 1.02], [-0.05, 0.16, -0.01], [-0.08, 0.13, 0.26], [1.50, -0.23, -0.34], [-0.91, 1.66, -0.03], [-0.08, -1.20, 0.07], [0.16, 0.68, 0.45], [-0.04, -0.30, 0.14], [-0.21, -0.18, -0.06], [-0.02, -0.48, -0.16], [-0.28, -0.22, 0.06], [-0.11, 0.01, 0.02], [-0.63, -0.67, -0.88], [1.61, 0.06, 0.75], [-0.92, 0.02, 0.01], [-0.18, -0.54, -0.29], [-0.47, -0.21, -0.49], [0.10, 0.33, 0.15], [0.04, 0.28, 0.36], [0.43, 0.63, 0.49], [0.08, 0.08, -0.08], [-0.98, 1.17, -0.05], [0.93, 1.68, 1.00], [0.56, -2.04, -1.54], [-0.09, 0.23, 0.02], [-0.23, -0.38, -0.05], [0.26, 0.02, 0.77], [0.07, 0.05, -0.14], [-0.33, -0.41, -0.14], [-0.06, -0.32, 0.05], [1.49, -0.07, 1.17], [-1.68, -0.26, -2.08], [1.27, 0.50, 0.78], [-0.50, 0.38, 0.62], [-0.76, 0.80, -0.04], [0.09, -0.72, -0.21], [0.58, 0.37, 0.05], [0.26, -0.46, 0.14], [-0.65, -0.45, -0.56], [-1.68, 0.77, 0.13], [0.67, -0.64, -0.72], [0.84, -0.11, 1.50], [0.16, 0.30, -0.03], [0.17, -0.17, -0.73], [0.56, -0.22, 0.54], [-0.10, -0.20, 0.00], [-0.49, 0.17, -0.42], [-0.15, 0.07, -0.20], [0.35, 0.36, -0.58], [-0.49, -0.02, 0.03], [0.21, -0.36, 0.37], [0.18, -0.25, 0.37], [-0.17, 0.56, -0.39], [-0.07, -0.32, 0.07], [0.27, 0.07, 0.27], [-0.42, 0.15, 0.17], [0.09, -0.08, -0.46], [0.04, 0.09, 0.11], [-0.14, 0.26, -0.09], [-0.09, -0.52, -0.02]], "molar_mass_g_mol": 436.5, "gap_ev": 8.6, "max_force_ev_per_a": 3.26, "homo_ev": -9.15}